100
Properties=species:S:1:pos:R:3:forces:R:3:mulliken_charge:R:1 method="wB97M-V/def2-TZVPD" smiles="CC[C@H](Cl)[C@@H]1C[NH2+]CCN1C(=O)[O-].CCO.CCO.CCO.CCO.CCO.CCO.CCO.CCO" e_above_lowest_kcal_mol=0.0
C 1.04926 -2.37151 -1.82603 0.09 -0.11 0.40 0.268
H -6.68416 0.83786 2.07476 -0.01 0.08 0.03 0.261
H 2.62141 1.80691 -2.48575 -0.02 -0.02 -0.02 0.071
H 6.39532 4.91909 0.65845 -0.01 0.02 0.00 0.331
C 5.46988 -1.89209 -6.49450 -0.13 0.01 -0.12 -0.324
H 5.69463 -2.82864 -7.01508 0.07 0.01 0.01 0.322
C -5.26555 4.95936 4.01743 0.03 0.04 0.15 -0.290
H 7.76440 -1.52500 -2.28705 0.01 0.01 -0.03 0.302
H 1.69916 -1.51256 -1.65709 0.04 0.08 -0.11 0.487
H 3.90781 5.10839 0.79240 0.01 0.01 -0.08 0.275
H -3.38277 3.99486 4.42203 0.01 0.00 -0.03 0.266
C 3.61088 -5.72087 -2.92841 0.24 -0.53 0.04 -0.775
H -0.22409 -1.43950 1.23123 -0.27 0.02 -0.04 0.153
H -10.03197 6.21950 5.93832 0.00 0.00 0.04 0.309
H 1.09051 -0.78970 0.29489 0.06 0.04 -0.01 0.336
H 4.33525 -4.32865 -4.25346 0.14 0.19 0.03 0.342
N 1.42599 -4.88250 -1.97052 0.30 -0.04 0.39 0.243
O 3.60985 3.16273 1.44119 0.02 0.11 -0.15 -0.508
H 2.16867 -6.83924 -1.85661 -0.12 -0.02 -0.07 0.385
H -7.49403 0.98722 4.44510 0.00 0.01 -0.01 0.193
C 5.81812 -0.60120 -2.39098 0.03 0.08 0.11 0.320
H -5.72945 -1.27102 2.27830 0.01 -0.03 -0.03 0.291
H 0.03116 2.75777 -1.15602 -0.05 -0.04 -0.06 0.296
H 3.59102 -2.30720 -6.15634 -0.09 0.08 0.04 0.228
C 0.52874 -5.23922 -3.11708 -0.27 0.18 -0.09 0.520
C 0.17442 -2.54458 -0.58762 0.26 0.33 0.17 -0.663
C 2.53234 -5.81396 -1.84643 0.14 0.17 0.21 -0.648
H -3.81155 5.24457 5.58905 0.00 0.05 -0.01 0.330
C 7.30581 -0.55345 -2.09855 -0.04 -0.11 0.04 -1.249
Cl 0.09483 -1.92304 -3.27310 -0.11 0.14 -0.18 -0.227
H 2.98585 -5.65992 -0.86083 0.08 0.08 0.02 0.398
H -9.19041 5.30440 3.13804 0.03 0.04 -0.01 0.294
H -4.03686 -2.28636 4.32728 -0.01 0.01 -0.03 0.221
H 5.83569 4.49885 2.28226 0.01 0.05 -0.01 0.325
H 0.63644 -3.29263 0.05627 -0.07 -0.27 -0.16 0.366
H 6.31852 -1.64971 -5.85530 0.00 -0.02 0.04 0.273
H -2.23739 -4.54001 2.18670 0.05 -0.04 -0.08 0.283
H -5.29087 4.67960 2.96555 -0.04 -0.02 -0.02 0.310
H -3.20091 -2.45131 1.98129 0.00 0.15 0.04 0.202
O -1.68594 -3.78656 2.41643 0.07 0.19 0.15 -0.500
H 6.08471 -0.63123 -8.13767 0.00 -0.02 -0.01 0.369
N 3.93159 -4.30317 -3.31849 -0.07 -0.18 -0.60 0.124
C 2.76891 -3.36795 -3.36102 -0.07 1.09 0.59 -1.788
H -3.23643 5.70526 3.98099 -0.01 0.01 0.00 0.349
H 4.36432 3.80870 -0.31640 -0.04 -0.02 -0.01 0.208
H 2.15439 -3.51300 -4.23929 0.04 -0.45 -0.06 0.540
C 1.82571 2.53839 -2.33375 0.05 -0.03 0.04 -0.919
O 5.14682 -1.59067 -1.60844 0.03 -0.25 -0.17 -0.425
C 0.10455 -1.24828 0.21099 0.04 0.03 0.02 -0.976
C -6.03346 0.54873 2.90695 -0.09 -0.21 0.03 -0.111
C -3.83799 4.97956 4.52952 -0.02 -0.10 0.03 -1.068
H 7.48629 -0.29982 -1.05156 0.01 0.05 -0.01 0.378
C -6.85834 0.16239 4.12086 0.04 -0.01 -0.01 -0.903
H -5.38678 1.39272 3.14017 0.04 0.00 -0.02 0.070
C -2.55420 -2.72737 2.81927 -0.19 -0.28 -0.08 -0.028
H -8.36859 6.17862 5.34006 -0.03 0.07 0.02 0.157
H 5.26499 -1.37009 -0.67922 -0.07 -0.01 0.03 0.253
O -6.06468 3.99422 4.70029 -0.11 0.00 -0.07 -0.446
H 5.63539 -0.86931 -3.43148 -0.07 -0.01 0.00 -0.037
O -0.66063 -5.04914 -2.92511 -0.29 0.07 0.12 -0.677
H 4.62725 -3.88078 -2.70310 -0.03 -0.02 0.15 0.420
H 7.80156 0.19299 -2.72018 -0.01 0.02 0.00 0.366
H 2.72061 -3.48174 -1.25054 0.00 0.17 0.10 0.421
H 3.28303 -6.24104 -3.81910 -0.20 0.23 -0.12 0.397
H 5.00372 0.15456 -6.97295 0.03 0.01 0.01 0.277
H -0.54614 -0.51287 -0.25974 -0.12 0.04 0.08 0.198
H -0.81206 -2.89674 -0.87168 0.00 -0.24 0.01 0.266
C -9.86107 5.82597 3.82475 -0.03 -0.07 0.01 -1.000
C 5.21848 -0.77945 -7.49234 -0.06 0.03 0.08 -1.129
H -8.68041 3.89788 5.10567 0.07 -0.01 0.03 0.266
H -2.74444 -3.37938 4.86476 0.01 0.02 0.01 0.335
H 5.36057 0.37584 -2.20836 0.00 0.01 -0.07 0.120
O -5.17583 -0.51591 2.49897 0.05 0.13 0.03 -0.462
H -1.92421 -1.87086 3.05202 0.08 -0.02 -0.05 0.255
C 0.83755 2.02918 -1.29893 0.12 0.09 0.12 -0.048
H 4.35853 -1.01409 -8.12287 0.03 -0.02 -0.04 0.343
H -9.92635 6.86957 3.51311 0.01 0.01 0.00 0.322
H 0.39055 1.09436 -1.63452 -0.03 -0.02 0.01 0.152
C 4.38496 4.12495 0.72591 0.03 0.03 0.18 -0.074
C 5.81272 4.19785 1.23256 -0.02 -0.10 0.02 -1.114
H 3.18389 -2.36083 -3.38056 0.14 -0.05 -0.14 0.626
H 3.59663 3.41978 2.36822 -0.04 -0.03 0.03 0.265
H 6.29187 3.22125 1.15754 0.01 0.00 -0.03 0.291
O 1.46593 1.75141 -0.05329 -0.10 0.05 -0.22 -0.419
H 4.54738 -6.17838 -2.60327 0.05 0.13 0.14 0.436
O -9.29095 4.36020 5.69144 0.01 0.05 -0.04 -0.512
C 1.98946 -3.54409 -2.06950 -0.27 -0.52 -0.21 -0.576
H -5.71879 5.95164 4.11721 0.00 0.01 -0.08 0.288
C -9.35677 5.71147 5.25122 0.09 -0.11 -0.08 -0.122
O 1.14462 -5.65818 -4.11994 0.21 -0.26 -0.46 -0.666
H 2.28851 3.47123 -1.99964 -0.03 0.03 -0.03 0.300
H -4.01617 -3.97861 3.80264 -0.04 0.03 -0.01 0.363
H -7.49552 -0.69623 3.89458 -0.05 0.04 -0.01 0.396
C -3.38957 -3.11113 4.02710 0.06 -0.02 0.04 -1.102
H -10.84787 5.37140 3.73504 -0.02 0.02 0.01 0.288
H -6.20494 -0.12006 4.94674 0.01 0.04 0.01 0.237
H -6.07065 4.22328 5.63532 -0.01 -0.04 0.04 0.276
H 1.86565 2.56619 0.27477 0.17 -0.14 0.16 0.230
H 1.33477 2.72345 -3.29029 -0.01 0.00 0.00 0.359
O 4.35695 -2.08336 -5.61571 0.22 -0.21 0.00 -0.360